# 1
Below is a cluster of 2 separate species, F2H4NPSi in total in a non-equilibrium geometry, with properties calculated with the ωB97M-V functional and the def2-TZVPD basis.

Geometry as XYZ:
```
9
Properties=species:S:1:pos:R:3:forces:R:3:nbo_charge:R:1
N -1.76648 -1.26781 -0.14347 0.4 2.9 1.4 -1.27
Si -1.56501 0.36462 -0.01594 -0.3 -2.0 -2.8 1.29
H -1.76206 -1.72084 -1.01927 -0.1 -0.5 -1.2 0.37
H -1.48729 1.46351 -1.17542 0.0 -1.1 1.3 -0.19
H -1.52201 0.84657 1.29762 0.1 0.7 1.3 -0.20
F 1.94578 -1.05389 -0.57519 0.7 1.2 0.9 -0.58
P 2.61582 0.19530 0.26568 -1.0 -2.1 0.9 1.30
F 1.64059 1.31098 -0.27487 -0.4 0.4 0.1 -0.58
H 1.90066 -0.13844 1.64084 0.7 0.6 -2.0 -0.13
```
Forces are in eV/Å.

- Net charge: 0
- HOMO-LUMO gap: 9.722 eV
- Lowest unoccupied orbital energy: 0.0023 Eh
- Energy relative to the best compared isomer or geometry (same formula, charge and spin): 49.9 kcal/mol
- SMILES string: N=[SiH2].FPF

***

# 2
Below is a cluster of 2 separate species, F2HNS in total in a non-equilibrium geometry, with properties calculated with the ωB97M-V functional and the def2-TZVPD basis.

Geometry as XYZ:
```
5
Properties=species:S:1:pos:R:3:forces:R:3:nbo_charge:R:1
N -0.92428 -0.40411 -1.39237 0.0 3.6 -1.5 0.10
F -1.76394 1.15564 -1.66903 1.4 -2.2 0.9 -0.44
F -1.83196 -1.09419 -2.00905 -1.5 -1.4 -0.4 -0.16
S -0.82225 -0.66660 0.23694 0.6 0.2 0.1 0.33
H 0.48701 -0.35130 -0.00117 -0.5 -0.2 0.9 0.16
```
Forces are in eV/Å.

- Net charge: 0
- HOMO-LUMO gap (spin up / spin down): 9.814 / 9.817 eV
- Lowest unoccupied orbital energy (spin up / spin down): -0.0399 / -0.0399 Eh
- Energy relative to the best compared isomer or geometry (same formula, charge and spin): 95.9 kcal/mol

***

# 3
Below is a structure of composition F2KLi2 in a non-equilibrium geometry, with properties calculated with the ωB97M-V functional and the def2-TZVPD basis.

Geometry as XYZ:
```
5
Properties=species:S:1:pos:R:3:forces:R:3:nbo_charge:R:1
Li -0.75895 0.38865 1.03880 1.5 0.9 -0.9 0.91
Li 1.76912 0.74120 -0.86895 -1.8 0.0 1.3 0.98
K -1.71207 -2.77092 -0.63377 0.2 0.3 0.0 0.08
F 0.66768 2.00258 1.03687 -0.3 -1.3 -0.6 -0.98
F 0.03422 -0.36151 -0.57295 0.3 0.1 0.2 -0.99
```
Forces are in eV/Å.

- Net charge: 0
- HOMO-LUMO gap (spin up / spin down): 3.183 / 8.832 eV
- Lowest unoccupied orbital energy (spin up / spin down): -0.0235 / -0.0289 Eh
- 2S+1: 2

***

# 4
Below is a structure of composition F2Sr3 in a non-equilibrium geometry, with properties calculated with the ωB97M-V functional and the def2-TZVPD basis.

Geometry as XYZ:
```
5
Properties=species:S:1:pos:R:3:forces:R:3:mulliken_charge:R:1
Sr -1.83127 -1.39828 0.07770 -0.1 0.4 4.4 1.77
Sr 2.59205 0.62163 0.45364 0.0 0.0 2.2 1.93
Sr -0.01374 0.75674 -2.66606 -0.4 1.0 -0.9 1.90
F -0.91076 -0.27351 2.31809 -0.4 -1.2 -3.1 -0.77
F 0.16372 0.29342 -0.18337 0.9 -0.1 -2.7 -0.83
```
Forces are in eV/Å.

- Net charge: +4
- HOMO-LUMO gap: 4.656 eV
- Lowest unoccupied orbital energy: -0.6508 Eh
- Energy relative to the best compared isomer or geometry (same formula, charge and spin): 134.6 kcal/mol

***

# 5
Below is a structure of composition F3H2PSi in a non-equilibrium geometry, with properties calculated with the ωB97M-V functional and the def2-TZVPD basis.

Geometry as XYZ:
```
7
Properties=species:S:1:pos:R:3:forces:R:3:nbo_charge:R:1
F -2.88046 0.65697 1.30599 0.7 -0.6 -0.7 -0.66
F -1.13386 -0.28709 2.74527 1.0 0.0 -0.1 -0.66
F -2.81594 -1.74597 1.87057 0.5 -0.5 -1.2 -0.64
Si -1.83977 -0.59140 1.35570 -1.9 1.7 1.9 2.08
P -0.38308 -0.61089 -0.32948 -2.4 -2.2 -1.8 -0.20
H -1.68435 -1.18558 -1.32207 2.5 1.0 1.9 0.05
H -0.65732 0.69313 -0.71526 -0.3 0.6 0.1 0.03
```
Forces are in eV/Å.

- Net charge: 0
- HOMO-LUMO gap: 11.214 eV
- Lowest unoccupied orbital energy: -0.0027 Eh
- Energy relative to the best compared isomer or geometry (same formula, charge and spin): 10.7 kcal/mol

***

# 6
Below is a cluster of 2 separate species, F3HN2 in total in a non-equilibrium geometry, with properties calculated with the ωB97M-V functional and the def2-TZVPD basis.

Geometry as XYZ:
```
6
Properties=species:S:1:pos:R:3:forces:R:3:nbo_charge:R:1
N -0.53240 -0.32716 -0.06982 -1.7 -4.3 0.5 -0.01
N 0.05564 0.75073 0.10613 2.1 1.7 -1.6 0.42
F -1.04461 -0.47313 -1.31651 0.1 0.2 -0.2 -0.17
F 1.68208 0.47272 -0.48028 -1.6 0.2 1.2 -0.49
F 0.20196 0.89131 1.42385 0.8 -0.1 0.7 -0.16
H -0.36267 -1.31447 0.33663 0.2 2.3 -0.6 0.40
```
Forces are in eV/Å.

- Net charge: 0
- HOMO-LUMO gap (spin up / spin down): 10.863 / 10.862 eV
- Lowest unoccupied orbital energy (spin up / spin down): -0.0099 / -0.0099 Eh
- Energy relative to the best compared isomer or geometry (same formula, charge and spin): 65.4 kcal/mol

***

# 7
Below is a structure of composition F3Li2Sr in a non-equilibrium geometry, with properties calculated with the ωB97M-V functional and the def2-TZVPD basis.

Geometry as XYZ:
```
6
Properties=species:S:1:pos:R:3:forces:R:3:mulliken_charge:R:1
Sr -1.79843 -0.64130 0.06196 -8.4 -6.6 0.7 1.88
Li 1.58750 -0.48673 1.04425 3.4 0.4 -0.3 0.86
Li 0.03273 0.24980 -0.29024 7.2 2.6 -4.8 0.67
F 0.08532 -0.54678 0.82353 0.4 -5.1 7.6 -0.83
F -1.08854 1.00480 -0.43202 -5.2 9.4 -2.3 -0.75
F 1.18143 0.42022 -1.20748 2.7 -0.6 -0.8 -0.83
```
Forces are in eV/Å.

- Net charge: +1
- HOMO-LUMO gap: 9.160 eV
- Lowest unoccupied orbital energy: -0.1817 Eh

***

# 8
Below is a structure of composition F3Li5 in a non-equilibrium geometry, with properties calculated with the ωB97M-V functional and the def2-TZVPD basis.

Geometry as XYZ:
```
8
Properties=species:S:1:pos:R:3:forces:R:3:nbo_charge:R:1
Li -0.78110 -0.03472 3.72684 0.3 -0.9 -0.2 0.98
Li -2.57133 2.68030 -0.77543 0.6 0.0 0.2 0.99
Li 0.56345 0.10793 -3.13323 1.1 0.7 0.4 0.98
Li 3.46824 0.58915 0.14428 -0.1 0.5 -1.0 0.99
Li -3.08627 -2.41015 0.14832 0.7 -0.6 0.6 0.97
F -0.45267 -3.42181 2.51382 -0.8 1.3 -0.4 -0.96
F -0.21076 0.55001 0.06212 -0.8 0.3 -0.5 -0.99
F 3.07043 1.93930 -2.68673 -1.0 -1.2 0.9 -0.97
```
Forces are in eV/Å.

- Net charge: +2
- HOMO-LUMO gap: 4.745 eV
- Lowest unoccupied orbital energy: -0.3021 Eh

***

# 9
Below is the molecule F3NO2S in a non-equilibrium geometry, with properties calculated with the ωB97M-V functional and the def2-TZVPD basis.

Geometry as XYZ:
```
7
Properties=species:S:1:pos:R:3:forces:R:3:nbo_charge:R:1
N 0.95494 -0.10814 -0.60106 1.6 0.6 -1.8 0.11
O -0.59629 0.53374 1.43515 -0.2 1.0 1.7 -0.81
O -1.54442 -1.42298 -0.13609 -3.4 -3.6 -0.5 -0.36
F 1.49003 1.04052 -0.11307 1.4 1.1 0.2 -0.22
F 1.51745 -1.09875 0.15423 0.3 -0.3 0.4 -0.22
F -1.16945 1.08042 -0.89122 0.1 0.1 -0.1 -0.47
S -0.65225 -0.02481 0.15208 0.1 1.1 0.0 1.97
```
Forces are in eV/Å.

- Net charge: 0
- HOMO-LUMO gap (spin up / spin down): 8.084 / 7.744 eV
- Lowest unoccupied orbital energy (spin up / spin down): 0.0194 / -0.1513 Eh
- Energy relative to the best compared isomer or geometry (same formula, charge and spin): 9.9 kcal/mol
- 2S+1: 3

***

# 10
Below is the molecule F4NP in a non-equilibrium geometry, with properties calculated with the ωB97M-V functional and the def2-TZVPD basis.

Geometry as XYZ:
```
6
Properties=species:S:1:pos:R:3:forces:R:3:nbo_charge:R:1
N 1.05093 0.70722 -0.51425 5.1 4.7 -1.8 -0.63
F 0.32505 -1.39598 -0.83384 -0.7 -3.1 -2.9 -0.53
F 0.52500 0.99969 0.86771 0.8 3.7 1.8 -0.28
F -1.67730 0.14454 -0.84415 1.1 0.5 -1.1 -0.50
F -0.68426 -0.68707 0.99863 -0.5 -0.3 -1.1 -0.56
P -0.20144 -0.06053 -0.41620 -5.7 -5.6 5.1 2.50
```
Forces are in eV/Å.

- Net charge: 0
- HOMO-LUMO gap: 11.144 eV
- Lowest unoccupied orbital energy: -0.0019 Eh
- Energy relative to the best compared isomer or geometry (same formula, charge and spin): 47.5 kcal/mol

***

# 11
Below is a cluster of 7 separate species, F6H12O6P in total in a non-equilibrium geometry, with properties calculated with the ωB97M-V functional and the def2-TZVPD basis.

Geometry as XYZ:
```
25
Properties=species:S:1:pos:R:3:forces:R:3:nbo_charge:R:1
P 22.38879 26.18423 -4.81316 1.1 0.5 -2.2 2.62
F 21.11476 25.76464 -3.96856 0.4 0.1 0.2 -0.57
F 21.48824 26.36135 -6.14824 -1.7 -0.2 0.4 -0.61
F 22.26440 27.80465 -4.50872 -0.5 -1.2 0.6 -0.59
F 23.55059 26.56915 -5.86352 2.0 0.1 0.7 -0.61
F 23.44232 26.02251 -3.57280 -1.2 -0.2 -0.6 -0.59
F 22.67501 24.60062 -5.26947 -0.3 1.2 1.9 -0.60
O 22.23313 23.20514 -7.27508 -0.3 -0.9 -0.8 -0.97
H 22.27109 23.49270 -6.36289 0.0 0.0 -0.1 0.49
H 22.17680 24.01623 -7.78025 0.0 0.2 0.0 0.46
O 20.96529 27.85259 -8.50193 -0.4 0.2 -0.4 -0.96
H 20.96523 27.53354 -7.59946 0.1 -0.2 0.3 0.49
H 21.83136 27.62187 -8.83797 0.2 0.0 0.1 0.47
O 25.35628 24.34606 -6.26090 0.6 -0.4 0.0 -0.95
H 25.46426 24.80463 -7.09414 -0.1 0.1 -0.1 0.46
H 24.73770 24.88557 -5.76844 -0.2 0.1 0.0 0.49
O 19.65814 26.19860 -1.67180 -0.4 0.1 0.4 -0.95
H 20.18504 26.00274 -2.44657 0.1 0.0 -0.3 0.49
H 20.22700 25.98087 -0.93340 0.1 0.0 0.1 0.46
O 25.71850 27.33842 -2.82960 0.6 0.2 0.3 -0.96
H 25.38816 28.16150 -3.18964 -0.1 0.1 -0.1 0.46
H 24.97605 26.73685 -2.88558 -0.2 -0.1 -0.1 0.49
O 23.65440 29.16619 -6.81687 0.1 0.6 -0.4 -0.95
H 23.17368 28.57917 -6.23330 -0.1 -0.2 0.2 0.49
H 24.55034 29.15868 -6.48003 0.2 -0.1 0.1 0.46
```
Forces are in eV/Å.

- Net charge: -1
- HOMO-LUMO gap: 10.897 eV
- Lowest unoccupied orbital energy: 0.1151 Eh
- Energy relative to the best compared isomer or geometry (same formula, charge and spin): 4.4 kcal/mol

***

# 12
Below is a cluster of 10 separate species, F6H18O9P in total in a non-equilibrium geometry, with properties calculated with the ωB97M-V functional and the def2-TZVPD basis.

Geometry as XYZ:
```
34
Properties=species:S:1:pos:R:3:forces:R:3:nbo_charge:R:1
P -24.50004 13.51856 -19.51916 -1.2 -0.3 0.1 2.60
F -25.61984 12.47660 -18.97412 0.3 -0.7 -0.1 -0.61
F -23.78891 13.53416 -18.06499 -0.1 0.2 -0.2 -0.59
F -23.53469 12.32606 -19.98646 0.4 0.2 0.3 -0.58
F -23.53120 14.68983 -20.04756 0.5 -0.4 0.0 -0.59
F -25.14579 13.43470 -21.02516 -0.5 0.3 0.0 -0.61
F -25.58131 14.64932 -19.08404 0.7 0.3 -0.1 -0.59
O -27.63382 16.54533 -16.83749 -0.2 -0.1 0.0 -0.98
H -27.33574 16.26306 -15.96825 0.2 -0.1 -0.1 0.46
H -27.69502 15.71648 -17.35132 0.0 0.4 0.1 0.50
O -23.04938 13.25056 -23.03058 0.0 0.0 0.1 -0.96
H -22.59569 12.40323 -23.00477 0.0 0.0 0.0 0.46
H -23.64381 13.22994 -22.26458 0.1 0.0 -0.2 0.49
O -23.02110 16.49576 -17.88180 -0.1 -0.1 0.1 -0.96
H -22.52263 17.03180 -18.50479 0.0 -0.1 0.0 0.47
H -23.54613 15.90571 -18.44279 0.1 0.4 0.1 0.48
O -25.48616 16.56163 -21.24549 0.0 -0.2 -0.2 -0.95
H -25.27051 15.63607 -21.04777 -0.1 0.5 -0.1 0.48
H -25.31912 16.65080 -22.18933 0.0 0.0 0.1 0.46
O -25.16346 14.63714 -15.86144 0.2 -0.1 0.0 -0.96
H -24.56216 14.58591 -16.62461 -0.4 0.1 0.3 0.49
H -24.58018 14.71134 -15.10052 0.0 0.0 -0.1 0.46
O -27.00942 10.37464 -20.18511 -0.2 -0.2 -0.2 -0.95
H -26.45861 10.97880 -20.69412 0.1 0.0 0.2 0.48
H -26.92690 10.68910 -19.27974 0.1 0.1 -0.1 0.48
O -27.02099 12.44133 -24.03965 -0.1 0.0 0.0 -0.94
H -27.07350 12.62391 -23.09384 0.1 0.0 -0.1 0.48
H -27.91153 12.59875 -24.36902 0.0 0.0 0.1 0.46
O -20.90873 14.14889 -18.36397 0.3 -0.1 0.0 -0.96
H -21.22900 13.87811 -19.23076 -0.1 0.0 0.1 0.47
H -21.70909 14.26453 -17.84040 0.0 0.1 -0.1 0.48
O -28.25674 14.21559 -18.32927 -0.2 -0.4 0.0 -0.96
H -27.50151 13.61365 -18.38193 0.1 0.2 0.0 0.49
H -28.59603 14.25653 -19.22871 0.1 0.1 0.0 0.47
```
Forces are in eV/Å.

- Net charge: -1
- HOMO-LUMO gap: 10.296 eV
- Lowest unoccupied orbital energy: 0.1000 Eh
- Energy relative to the best compared isomer or geometry (same formula, charge and spin): 6.9 kcal/mol